Computed, not measured: 12 unconnected molecules or ions with the total composition C4H33NO11S, with ωB97M-V/def2-TZVPD.

Last column: Mulliken charge in e.
Geometry (Å):
C -1.7774 0.7393 -1.1159  -0.217
C -1.7114 1.7924 -2.2561  -1.029
S -1.5309 3.5558 -1.7439  -0.193
C -0.4855 0.0063 -0.8119  1.505
N -0.6276 -1.5327 -0.7917  -0.295
C 0.5852 -2.2444 -1.1985  -0.625
H -2.1259 1.2940 -0.2162  -0.092
H -2.5481 -0.0360 -1.2515  0.463
H -2.6836 1.6763 -2.7555  0.382
H -1.0102 1.5082 -3.0652  0.387
H -0.2489 3.6215 -1.4738  0.078
H 0.2505 0.4299 -1.5076  -0.620
H -0.2088 0.1440 0.2459  -0.341
H -1.4315 -1.6912 -1.3709  0.096
H 0.8321 -2.9693 -0.4154  0.238
H 1.4084 -1.5837 -1.4481  0.032
H 0.3490 -2.9146 -2.0653  0.226
H -1.6640 0.0573 2.5552  0.476
H -2.2332 1.5641 2.1306  0.234
O -1.5422 1.0826 2.5875  -0.696
H 1.6104 -0.2315 -2.8001  0.352
H 1.5397 -0.7549 -4.2437  0.263
O 0.9982 -0.6463 -3.4502  -0.559
H 4.2246 -0.4548 -0.0685  0.280
H 2.9093 -0.5794 -0.7403  0.542
O 3.4365 -1.0093 -0.0159  -0.711
H -2.2838 -0.6126 -4.0250  0.306
H -1.7300 -1.8192 -3.2079  0.344
O -2.5244 -1.3280 -3.4321  -0.638
H -3.4000 -2.4689 2.0754  0.340
H -3.3536 -2.6024 0.4540  0.307
O -3.8514 -2.6815 1.2637  -0.643
H 0.3357 0.5909 4.4928  0.291
H 1.3307 -0.5728 4.2581  0.398
O 0.3575 -0.3722 4.4893  -0.719
H 2.5289 -0.6114 2.3464  0.350
H 3.3379 -1.2517 3.4879  0.282
O 2.6473 -0.6080 3.3099  -0.643
H -0.0509 1.7224 2.2261  0.347
H 1.5005 1.6433 2.5863  0.308
O 0.8216 2.2409 2.2429  -0.711
H 2.0106 1.4359 -1.1398  0.356
H 3.1750 1.3168 -2.1428  0.282
O 2.5261 0.7685 -1.6798  -0.666
H 0.9837 2.5091 0.6141  0.431
H 1.9138 3.5869 -0.0214  0.247
O 1.4109 2.8078 -0.2809  -0.659
H -1.1396 -1.9460 2.4427  0.321
H -1.1838 -1.1293 3.8576  0.316
O -1.6769 -1.4422 3.0693  -0.722

The spin multiplicity is 1. As for the total energy: -39531.0871 eV. The LUMO energy comes out at -0.100 eV. For the HOMO energy, the calculation gives -8.805 eV. As for the HOMO-LUMO gap: 8.705 eV.